No. 1
The following is a DFT calculation (ωB97M-V with the def2-TZVPD basis set) of C24H39N3O5S in the gas phase at a distorted geometry.

Properties
- Spin multiplicity: 1
- E: -51064.7806 eV
- HOMO-LUMO gap: 0.308 Eh
- Energy above the lowest of the compared OMol25 structures with the same formula, charge and spin: 0.0 kcal per mole
- SMILES: CCOc1ccc(CCNC(=O)C2CCN(S(=O)(=O)N3CCC(C)CC3)CC2)cc1OCC

Last column: natural (NBO) charge in e.
CARTESIAN COORDINATES (ANGSTROEM)
C (3.686, 1.973, -2.729)  -0.616
C (2.409, 2.223, -1.942)  -0.069
O (1.462, 1.253, -2.348)  -0.500
C (0.174, 1.395, -1.942)  0.254
C (-0.306, 2.411, -1.137)  -0.278
C (-1.653, 2.474, -0.809)  -0.230
C (-2.544, 1.535, -1.288)  -0.025
C (-2.063, 0.503, -2.093)  -0.328
C (-0.723, 0.410, -2.413)  0.355
O (-0.145, -0.583, -3.150)  -0.503
C (-0.942, -1.626, -3.660)  -0.061
C (-1.699, -1.230, -4.927)  -0.637
H (-0.994, -0.905, -5.687)  0.216
H (-2.259, -2.083, -5.304)  0.212
H (-2.388, -0.413, -4.729)  0.212
H (-1.633, -1.999, -2.892)  0.169
H (-0.230, -2.424, -3.895)  0.189
H (-2.764, -0.236, -2.448)  0.211
C (-3.997, 1.575, -0.892)  -0.424
H (-4.190, 2.490, -0.332)  0.213
H (-4.638, 1.573, -1.776)  0.213
C (-4.360, 0.363, -0.016)  -0.213
N (-3.358, 0.140, 0.996)  -0.655
C (-3.556, 0.349, 2.310)  0.699
O (-4.632, 0.622, 2.801)  -0.636
C (-2.276, 0.192, 3.141)  -0.317
C (-1.306, 1.322, 2.755)  -0.421
C (0.103, 1.061, 3.278)  -0.232
N (0.585, -0.241, 2.848)  -0.677
S (0.866, -0.310, 1.197)  2.462
O (1.679, 0.828, 0.891)  -0.961
O (-0.335, -0.488, 0.429)  -0.978
N (1.688, -1.749, 1.148)  -0.686
C (2.976, -1.721, 1.812)  -0.228
C (4.093, -1.207, 0.906)  -0.423
H (3.890, -0.163, 0.664)  0.222
H (5.045, -1.265, 1.437)  0.211
C (4.143, -2.030, -0.382)  -0.216
C (5.280, -1.567, -1.287)  -0.596
H (5.181, -0.508, -1.510)  0.202
H (5.273, -2.120, -2.224)  0.208
H (6.240, -1.725, -0.802)  0.207
C (2.780, -1.923, -1.070)  -0.419
C (1.687, -2.434, -0.133)  -0.227
H (1.826, -3.502, 0.069)  0.195
H (0.701, -2.275, -0.567)  0.240
H (2.566, -0.884, -1.327)  0.223
H (2.766, -2.510, -1.990)  0.213
H (4.315, -3.082, -0.119)  0.187
H (3.197, -2.743, 2.143)  0.198
H (2.857, -1.082, 2.687)  0.233
C (-0.234, -1.313, 3.378)  -0.233
C (-1.693, -1.216, 2.935)  -0.415
H (-1.736, -1.489, 1.882)  0.227
H (-2.292, -1.935, 3.497)  0.219
H (-0.153, -1.267, 4.469)  0.202
H (0.204, -2.250, 3.030)  0.226
H (0.134, 1.080, 4.371)  0.202
H (0.800, 1.802, 2.885)  0.233
H (-1.239, 1.413, 1.670)  0.225
H (-1.682, 2.266, 3.154)  0.222
H (-2.549, 0.313, 4.195)  0.224
H (-2.418, -0.009, 0.648)  0.432
H (-5.311, 0.528, 0.494)  0.237
H (-4.439, -0.536, -0.635)  0.183
H (-2.003, 3.273, -0.171)  0.211
H (0.366, 3.148, -0.730)  0.223
H (2.035, 3.233, -2.160)  0.169
H (2.583, 2.132, -0.861)  0.195
H (4.015, 0.949, -2.585)  0.208
H (4.467, 2.653, -2.397)  0.211
H (3.506, 2.126, -3.790)  0.212


No. 2
The following is a DFT calculation (ωB97M-V with the def2-TZVPD basis set) of a molecular structure, C18H52B3NO13Si3.

Properties
- Spin multiplicity: 1
- E: -73286.5197 eV
- HOMO-LUMO gap: 0.318 Eh

Last column: Löwdin charge in e.
CARTESIAN COORDINATES (ANGSTROEM)
C (3.028, -5.933, 2.302)  -0.052
B (2.840, -6.815, 1.016)  -0.527
O (3.150, -8.158, 1.034)  0.075
Si (2.176, -5.891, -0.671)  0.636
O (0.858, -4.945, -0.150)  -0.330
Si (-0.218, -4.373, -1.237)  0.403
C (-0.449, -2.563, -0.917)  -0.222
C (-0.913, -2.292, 0.527)  -0.319
N (-0.509, -1.001, 1.085)  -0.003
O (-1.597, -5.266, -0.983)  0.042
B (-2.738, -5.105, -1.745)  -0.876
O (-3.381, -6.225, -2.224)  0.184
O (-3.243, -3.875, -2.078)  0.187
B (1.599, -7.329, -1.972)  -0.704
O (0.748, -8.357, -1.571)  0.096
O (2.082, -7.385, -3.239)  0.125
Si (3.975, -4.592, -1.420)  0.468
C (4.628, -5.175, -3.082)  -0.210
C (5.408, -4.798, -0.208)  -0.210
C (3.555, -2.759, -1.457)  -0.210
H (3.074, -4.875, 2.041)  0.047
H (3.938, -6.186, 2.846)  0.069
H (2.163, -6.034, 2.964)  0.072
H (2.501, -8.720, 1.458)  0.105
H (0.269, -4.611, -2.615)  0.062
H (0.520, -2.074, -1.048)  0.068
H (-1.124, -2.110, -1.644)  0.079
H (-1.999, -2.365, 0.601)  0.102
H (-0.500, -3.060, 1.180)  0.102
H (-0.579, -0.264, 0.392)  0.073
H (0.466, -1.053, 1.351)  0.069
H (-3.455, -6.874, -1.524)  0.102
H (-3.173, -3.251, -1.354)  0.091
H (-0.115, -8.002, -1.336)  0.090
H (1.989, -8.280, -3.588)  0.111
H (4.780, -6.252, -3.062)  0.027
H (3.984, -4.893, -3.910)  0.031
H (5.609, -4.715, -3.215)  0.028
H (5.213, -4.278, 0.727)  0.027
H (5.608, -5.852, -0.008)  0.034
H (6.315, -4.394, -0.658)  0.030
H (3.037, -2.482, -2.376)  0.030
H (2.919, -2.475, -0.619)  0.013
H (4.459, -2.151, -1.408)  0.030
C (-6.149, 1.382, 3.106)  -0.118
O (-4.867, 1.580, 3.655)  -0.191
C (-3.857, 0.711, 3.175)  -0.196
C (-2.610, 1.431, 2.719)  -0.185
O (-2.754, 2.259, 1.576)  -0.124
C (-3.508, 3.455, 1.649)  -0.186
C (-2.928, 4.555, 2.511)  -0.193
O (-2.938, 4.223, 3.888)  -0.191
C (-1.727, 4.439, 4.574)  -0.115
H (-6.714, 0.634, 3.672)  0.086
H (-6.683, 2.331, 3.159)  0.086
H (-6.098, 1.075, 2.057)  0.086
H (-4.238, 0.091, 2.356)  0.120
H (-3.562, 0.043, 3.995)  0.128
H (-1.913, 0.651, 2.407)  0.096
H (-2.136, 1.964, 3.547)  0.113
H (-4.550, 3.258, 1.912)  0.113
H (-3.508, 3.834, 0.622)  0.122
H (-3.544, 5.453, 2.376)  0.129
H (-1.913, 4.794, 2.174)  0.117
H (-0.859, 4.266, 3.930)  0.086
H (-1.683, 3.731, 5.403)  0.086
H (-1.675, 5.454, 4.980)  0.086
C (3.130, 5.152, -0.738)  -0.115
O (1.980, 5.119, -1.553)  -0.191
C (0.852, 4.477, -0.989)  -0.196
C (-0.409, 5.308, -1.074)  -0.181
O (-0.428, 6.500, -0.312)  -0.121
C (0.407, 7.585, -0.671)  -0.184
C (0.059, 8.287, -1.964)  -0.199
O (0.281, 7.482, -3.106)  -0.191
C (-0.776, 7.438, -4.037)  -0.115
H (3.741, 4.254, -0.877)  0.086
H (3.720, 6.021, -1.030)  0.087
H (2.873, 5.251, 0.321)  0.087
H (1.039, 4.206, 0.055)  0.122
H (0.669, 3.553, -1.552)  0.128
H (-1.203, 4.693, -0.640)  0.119
H (-0.695, 5.490, -2.113)  0.114
H (1.463, 7.307, -0.650)  0.113
H (0.253, 8.320, 0.124)  0.129
H (0.704, 9.173, -2.038)  0.127
H (-0.981, 8.630, -1.926)  0.122
H (-1.752, 7.511, -3.546)  0.087
H (-0.725, 6.480, -4.554)  0.087
H (-0.687, 8.238, -4.778)  0.086


No. 3
The following is a DFT calculation (ωB97M-V with the def2-TZVPD basis set) of 6 unconnected molecules or ions with the total composition C36H55Br2FN2O10S at a distorted geometry.

Properties
- Spin multiplicity: 1
- E: -215316.8195 eV
- HOMO-LUMO gap: 0.294 Eh
- SMILES: CC(=O)NCCCCc1c(S(C)(=O)=O)cc(C[C@H](C)F)c2c1C(=O)N(/C(Br)=C(\C)Br)C2=O.CC(C)=O.CC(C)=O.CC(C)=O.CC(C)=O.CC(C)=O

Last column: Löwdin charge in e.
CARTESIAN COORDINATES (ANGSTROEM)
C (-3.850, -2.969, -1.535)  -0.002
C (-2.849, -2.832, -2.651)  -0.524
O (-2.218, -3.789, -3.045)  0.052
N (-2.745, -1.580, -3.219)  0.072
C (-1.451, -1.211, -3.784)  -0.174
C (-0.414, -0.694, -2.784)  -0.171
C (-0.956, 0.337, -1.790)  -0.161
C (-1.574, -0.284, -0.503)  -0.132
C (-0.778, 0.019, 0.736)  -0.094
C (-0.994, 1.147, 1.556)  -0.177
S (-2.235, 2.383, 1.189)  0.657
C (-1.383, 3.926, 1.420)  -0.143
O (-3.263, 2.242, 2.186)  -0.300
O (-2.661, 2.334, -0.182)  -0.301
C (-0.246, 1.365, 2.711)  0.009
C (0.751, 0.489, 3.138)  -0.143
C (1.520, 0.713, 4.416)  -0.070
C (1.031, -0.251, 5.499)  -0.383
C (-0.478, -0.328, 5.628)  -0.025
F (1.554, 0.133, 6.724)  -0.012
C (0.994, -0.605, 2.311)  -0.029
C (0.242, -0.831, 1.161)  -0.018
C (0.736, -2.115, 0.565)  -0.316
O (0.212, -2.886, -0.165)  0.172
N (2.022, -2.338, 1.165)  0.023
C (3.174, -2.395, 0.362)  -0.711
Br (3.914, -4.146, 0.144)  0.741
C (3.741, -1.343, -0.225)  -0.733
C (3.191, 0.053, -0.124)  -0.093
Br (5.295, -1.502, -1.275)  0.773
C (2.030, -1.687, 2.427)  -0.337
O (2.715, -1.989, 3.349)  0.169
H (-3.440, -3.511, -0.692)  0.093
H (-4.222, -1.994, -1.219)  0.074
H (-4.724, -3.497, -1.903)  0.059
H (-3.142, -0.864, -2.630)  0.107
H (-1.589, -0.459, -4.560)  0.117
H (-1.025, -2.072, -4.288)  0.106
H (0.105, -1.512, -2.292)  0.090
H (0.353, -0.199, -3.382)  0.115
H (-0.189, 1.060, -1.518)  0.108
H (-1.733, 0.922, -2.281)  0.107
H (-2.609, 0.014, -0.402)  0.102
H (-1.580, -1.364, -0.622)  0.098
H (-0.394, 3.836, 0.989)  0.062
H (-1.295, 4.088, 2.490)  0.066
H (-1.960, 4.709, 0.950)  0.072
H (-0.447, 2.243, 3.312)  0.120
H (1.296, 1.720, 4.766)  0.126
H (2.584, 0.576, 4.253)  0.126
H (1.383, -1.251, 5.255)  0.130
H (-0.942, 0.642, 5.793)  0.089
H (-0.684, -0.931, 6.512)  0.085
H (-0.930, -0.863, 4.800)  0.085
H (3.192, 0.384, 0.912)  0.087
H (2.202, 0.150, -0.565)  0.080
H (3.855, 0.729, -0.651)  0.058
C (-8.486, -4.317, -1.728)  -0.019
C (-7.450, -4.399, -0.634)  -0.485
O (-6.268, -4.463, -0.885)  0.054
C (-7.955, -4.396, 0.788)  -0.021
H (-7.992, -4.327, -2.697)  0.083
H (-9.164, -5.169, -1.665)  0.085
H (-9.060, -3.394, -1.631)  0.086
H (-8.612, -5.251, 0.953)  0.085
H (-8.507, -3.476, 0.987)  0.086
H (-7.111, -4.458, 1.471)  0.082
C (0.882, 8.219, -0.718)  -0.029
C (1.039, 6.878, -0.056)  -0.482
O (0.091, 6.161, 0.183)  0.052
C (2.446, 6.460, 0.300)  -0.016
H (-0.172, 8.399, -0.919)  0.085
H (1.260, 9.004, -0.066)  0.082
H (1.433, 8.238, -1.653)  0.070
H (2.883, 7.179, 0.994)  0.086
H (3.059, 6.414, -0.601)  0.086
H (2.428, 5.478, 0.770)  0.075
C (0.733, -4.721, -3.017)  -0.021
C (1.289, -4.220, -4.321)  -0.499
O (1.810, -3.129, -4.417)  0.050
C (1.164, -5.137, -5.514)  -0.023
H (0.885, -3.970, -2.246)  0.053
H (-0.337, -4.908, -3.115)  0.064
H (1.241, -5.641, -2.719)  0.091
H (0.113, -5.351, -5.710)  0.086
H (1.690, -6.074, -5.320)  0.083
H (1.601, -4.658, -6.388)  0.077
C (2.564, -8.326, 3.938)  -0.027
C (2.223, -7.634, 2.638)  -0.506
O (2.326, -8.200, 1.576)  0.069
C (1.752, -6.203, 2.734)  -0.036
H (2.888, -9.344, 3.731)  0.079
H (3.368, -7.792, 4.446)  0.084
H (1.687, -8.356, 4.586)  0.082
H (2.527, -5.585, 3.192)  0.081
H (0.841, -6.149, 3.332)  0.085
H (1.543, -5.823, 1.736)  0.061
C (3.780, 12.061, -2.634)  -0.020
C (3.932, 10.716, -1.969)  -0.486
O (2.974, 10.014, -1.733)  0.053
C (5.333, 10.285, -1.610)  -0.019
H (2.729, 12.248, -2.838)  0.082
H (4.162, 12.847, -1.981)  0.086
H (4.334, 12.077, -3.574)  0.087
H (5.777, 10.999, -0.915)  0.087
H (5.949, 10.230, -2.509)  0.087
H (5.302, 9.305, -1.140)  0.078